Entry 1:
20
Properties=species:S:1:pos:R:3:forces:R:3 method="wB97M-V/def2-TZVPD" homo_lumo_gap_ev=9.16 relative_energy_kcal_mol=28.0 e_lumo_ev=-0.41 e_homo_ev=-9.5667 smiles="CCN=[S@]1(=O)OC(=O)c2sccc21"
C -1.385 -1.548 1.720 -1.40 -0.58 -0.01
C -2.542 -2.200 1.322 0.99 1.81 -0.46
C -0.568 -1.322 0.602 0.82 -1.22 -0.83
C -1.060 -1.825 -0.587 -0.37 0.66 1.10
C -0.126 -1.719 -1.748 -2.28 -1.12 -0.09
C 1.828 2.743 -0.173 0.72 -0.03 1.23
C 0.509 2.067 -0.538 1.75 1.29 0.09
N 0.264 0.892 0.204 0.74 -1.47 0.17
O -0.412 -2.113 -2.851 1.11 0.67 0.60
O 2.163 -0.899 0.885 -1.24 0.92 -0.95
O 1.052 -1.212 -1.327 0.53 0.89 -0.02
S -2.726 -2.356 -0.389 1.66 -0.32 0.38
S 0.949 -0.452 0.227 -1.40 -0.60 0.96
H -1.408 -1.236 2.765 0.98 0.12 -0.47
H -3.327 -2.132 2.025 -1.17 -0.78 0.17
H 2.698 2.060 -0.360 -0.72 0.65 -0.24
H 1.952 3.716 -0.681 0.07 -0.54 0.15
H 1.873 2.904 0.934 -0.16 0.12 -0.83
H -0.305 2.763 -0.460 -0.56 0.16 0.56
H 0.569 1.868 -1.570 -0.10 -0.62 -1.53

Entry 2:
20
Properties=species:S:1:pos:R:3:forces:R:3 method="wB97M-V/def2-TZVPD" homo_lumo_gap_ev=7.85 relative_energy_kcal_mol=14.1 e_lumo_ev=-1.10 e_homo_ev=-8.9497
C 2.148 1.299 -0.376 -0.15 0.22 0.20
C 1.036 1.733 -0.591 0.42 0.03 -0.40
C -1.028 -1.815 -1.259 0.04 -0.25 -0.71
C 1.097 -1.831 0.173 -0.17 0.25 0.07
C -1.769 0.514 0.498 -0.78 0.40 -0.21
C -1.411 1.995 0.428 0.18 -0.15 -0.35
C -0.268 -1.239 -0.120 -0.10 0.77 0.89
N -0.573 -0.249 0.620 0.36 -1.05 -0.06
O 1.623 -1.378 1.301 0.34 -0.17 0.24
O -2.224 -1.755 -1.390 0.07 0.02 0.16
O 1.652 -2.605 -0.557 0.00 -0.09 -0.04
S 3.712 0.926 0.117 0.04 0.03 -0.13
S -0.445 2.338 -1.099 -0.09 -0.02 0.42
H -0.377 -2.316 -1.996 -0.14 -0.03 -0.01
H -2.338 0.337 1.418 -0.04 0.00 -0.06
H -2.394 0.232 -0.357 0.12 0.06 0.22
H -2.313 2.597 0.362 -0.03 0.05 0.05
H -0.804 2.304 1.279 -0.10 0.05 -0.03
H 3.650 -0.394 -0.120 0.04 -0.04 0.01
H 1.027 -0.693 1.669 -0.03 -0.08 -0.25

Entry 3:
19
Properties=species:S:1:pos:R:3:forces:R:3 method="wB97M-V/def2-TZVPD" homo_lumo_gap_ev=8.79 relative_energy_kcal_mol=76.4 e_lumo_ev=0.35 e_homo_ev=-8.4373 smiles="O=C(NO)c1cc(O)cc(O)c1"
C 1.878 0.035 0.379 -3.83 -2.14 0.92
C 0.314 -0.017 0.211 1.30 3.08 0.06
C -0.388 -1.217 0.101 -3.18 3.70 -0.35
C -1.812 -1.191 -0.083 2.43 -0.82 0.34
C -2.490 0.026 -0.121 -3.72 -2.34 1.49
C -1.826 1.159 0.054 5.87 3.70 -0.96
C -0.301 1.256 0.127 -3.91 -1.62 0.16
H 3.996 -0.340 0.037 1.48 -2.13 4.68
H 2.451 -0.147 -1.797 -2.44 1.26 3.08
H 0.183 -2.039 0.082 1.60 -3.40 0.04
H -1.679 -3.182 -0.061 -3.90 3.58 -0.71
H -3.633 0.054 0.091 2.00 -0.17 -1.10
H -1.857 3.215 -0.001 -1.94 -3.66 -0.24
H 0.066 2.318 0.137 0.32 -1.62 0.12
N 2.502 0.211 -0.748 0.31 -0.27 -6.49
O 3.829 0.043 -0.751 2.61 2.09 -2.95
O 2.469 -0.215 1.412 0.36 0.37 0.44
O -2.493 -2.373 -0.211 3.83 -2.94 0.79
O -2.467 2.337 -0.109 0.82 3.33 0.69

Entry 4:
20
Properties=species:S:1:pos:R:3:forces:R:3 method="wB97M-V/def2-TZVPD" homo_lumo_gap_ev="5.53 / 4.80" charge=-2 e_lumo_ev="6.03 / 5.86" e_homo_ev="0.4949 / 1.0663"
C 0.277 -1.274 2.651 0.27 1.41 -2.17
C -0.645 -1.745 1.778 -1.42 0.10 -3.16
C 1.100 -0.223 2.177 0.26 -0.32 1.73
C -0.815 -1.169 0.482 0.02 0.61 0.72
C 0.916 0.423 0.988 -0.15 -1.08 -0.02
C -0.154 0.027 0.103 0.67 0.19 0.90
C -0.515 0.795 -1.021 -1.38 -0.39 -0.90
N -0.278 -1.442 -2.824 -2.63 -0.16 -0.21
O -1.554 -1.538 -3.034 3.53 0.67 0.29
O -0.570 3.130 -2.145 0.49 -0.81 0.90
O 1.611 2.054 -2.147 -1.02 -0.51 1.13
O 0.728 2.974 -0.073 -0.02 0.13 0.75
S 0.384 2.316 -1.322 -0.72 1.11 -3.53
H 0.288 -1.750 3.556 0.72 -0.72 2.50
H -1.273 -2.580 2.037 -0.19 -0.36 0.11
H 1.868 0.085 2.901 0.01 0.22 -0.58
H -1.471 -1.429 -0.340 -0.55 -0.99 0.63
H 1.593 1.189 0.698 0.23 0.47 -0.03
H -1.595 0.617 -1.514 2.88 0.71 1.02
H 0.105 -0.460 -2.949 -1.01 -0.27 -0.10

Entry 5:
17
Properties=species:S:1:pos:R:3:forces:R:3 method="wB97M-V/def2-TZVPD" homo_lumo_gap_ev="8.00 / 8.00" relative_energy_kcal_mol=45.6 e_lumo_ev="0.12 / 0.12" e_homo_ev="-7.8775 / -7.8757"
C -1.523 -1.750 0.013 -2.04 -1.15 -0.08
C -2.701 -1.079 -0.060 -1.23 0.59 -0.09
C -0.455 -0.857 -0.051 0.93 0.45 1.29
C -0.867 0.474 0.015 1.34 -0.64 -0.95
C 0.938 -1.269 -0.115 0.14 2.08 0.53
C 0.198 1.455 -0.345 0.19 1.60 -3.05
C 1.448 1.023 0.354 0.18 -1.23 0.12
N 1.890 -0.362 -0.047 -0.59 -1.25 -0.57
O 3.137 -0.632 -0.253 -1.36 0.87 0.77
S -2.541 0.640 -0.079 0.00 -0.65 0.02
H -1.599 -2.851 0.125 0.78 0.85 -0.29
H -3.717 -1.442 -0.134 0.19 -0.31 0.28
H 1.266 -2.253 0.015 0.24 -1.44 -0.59
H 0.373 1.299 -1.479 -0.31 0.53 1.38
H -0.021 2.573 -0.233 0.23 -1.67 0.23
H 2.394 1.491 0.221 0.23 1.42 0.15
H 1.042 0.934 1.357 1.07 -0.04 0.84

Entry 6:
17
Properties=species:S:1:pos:R:3:forces:R:3 method="wB97M-V/def2-TZVPD" homo_lumo_gap_ev="7.01 / 7.87" relative_energy_kcal_mol=145.7 e_lumo_ev="-0.29 / -0.69" e_homo_ev="-7.2975 / -8.5573"
C -3.079 0.235 0.800 -0.27 0.72 0.18
C -1.975 -0.181 0.637 1.35 -1.25 -1.04
C 1.717 1.889 0.733 0.98 1.10 -0.86
C 0.423 1.407 0.591 0.62 -0.86 1.23
C 2.694 1.035 0.299 1.51 -0.85 -0.45
C 0.509 0.018 0.325 -3.31 1.74 -0.75
C -0.717 -0.700 0.216 1.42 -1.39 0.35
N 0.554 -2.431 -0.540 0.53 2.49 0.00
O -0.640 -2.004 -0.112 -1.04 0.00 0.45
S 2.033 -0.506 -0.128 1.86 0.47 0.12
H -3.938 0.830 0.878 -0.77 0.03 0.21
H 2.030 2.885 0.965 -0.37 0.58 0.28
H -0.481 1.979 0.833 0.41 -0.58 -0.19
H 3.809 1.244 0.137 -1.96 -0.34 0.49
H -1.717 -0.865 -2.247 -0.27 -1.78 -2.07
H -1.791 -1.426 -2.870 0.25 1.81 1.98
H 0.567 -3.410 -0.517 -0.92 -1.90 0.09

E_tot for every record listed, in sequence, given in eV: -36672.37306, -36672.97967, -17047.99769, -27883.00070, -21742.30509, -21737.96484.